No. 1
Density functional theory data (ωB97M-V/def2-TZVPD) for C32H46BrIrN3P2 as an isolated structure in a non-equilibrium geometry.

XYZ file:
```
85
Properties=species:S:1:pos:R:3:mulliken_spin:R:1
N -4.903 -0.605 2.774 0.800
C -3.851 -0.037 3.367 0.013
C -2.764 0.464 2.634 0.119
C -2.832 0.445 1.228 -0.035
C -3.968 -0.126 0.622 0.122
C -4.966 -0.668 1.448 -0.008
C -1.800 1.156 0.426 0.684
Ir 0.029 0.154 -0.005 2.366
P 1.865 0.647 -1.271 -0.103
C -1.650 0.904 -1.001 -0.199
C -1.358 2.078 -1.869 0.047
C -1.716 2.060 -3.235 -0.008
C -1.247 3.067 -4.080 0.071
C -0.394 4.045 -3.557 0.216
C -0.187 4.181 -2.185 0.106
C -0.671 3.177 -1.343 0.032
Br 0.620 5.166 -4.736 0.348
H -1.698 2.200 0.755 0.036
H -2.305 0.155 -1.446 -0.004
H -1.905 0.887 3.158 0.001
H -4.104 -0.163 -0.457 0.020
H -3.856 0.036 4.459 0.025
H -5.839 -1.144 0.995 0.029
H -2.349 1.254 -3.613 -0.002
H -0.459 3.241 -0.277 -0.030
H -1.509 3.072 -5.135 0.001
H 0.359 5.022 -1.770 0.000
P -0.321 -2.018 -0.522 -0.062
C 2.572 2.211 -0.607 0.053
C 3.313 3.121 -1.582 0.030
H 3.236 1.955 0.234 0.001
H 1.731 2.769 -0.171 -0.003
H 3.711 3.974 -1.018 0.001
H 4.169 2.628 -2.059 -0.002
H 2.659 3.535 -2.361 -0.005
C 1.468 0.960 -3.042 0.059
C 2.611 0.945 -4.054 0.023
H 0.938 1.922 -3.079 0.025
H 0.726 0.200 -3.331 -0.019
H 2.207 1.210 -5.041 0.001
H 3.392 1.677 -3.822 -0.002
H 3.069 -0.048 -4.142 0.000
C 3.185 -0.632 -1.282 0.021
C 4.604 -0.124 -1.513 0.024
H 2.923 -1.389 -2.039 -0.003
H 3.140 -1.142 -0.308 0.017
H 5.288 -0.981 -1.474 0.004
H 4.732 0.348 -2.495 -0.003
H 4.924 0.585 -0.739 0.000
C 0.611 -3.354 0.350 0.045
C 2.066 -3.639 -0.008 0.007
H 0.029 -4.276 0.171 0.010
H 0.515 -3.137 1.427 0.012
H 2.319 -4.653 0.343 0.002
H 2.260 -3.600 -1.086 -0.001
H 2.772 -2.965 0.500 -0.003
C -0.157 -2.375 -2.330 0.070
C -1.147 -1.695 -3.274 0.030
H -0.270 -3.467 -2.416 0.003
H 0.881 -2.131 -2.609 -0.018
H -0.897 -1.975 -4.306 0.002
H -2.184 -2.005 -3.091 -0.001
H -1.115 -0.599 -3.218 -0.005
C -2.036 -2.588 -0.161 0.055
C -2.291 -3.020 1.283 0.016
H -2.249 -3.424 -0.846 0.001
H -2.725 -1.779 -0.439 -0.015
H -3.348 -3.290 1.389 0.001
H -1.686 -3.890 1.568 0.002
H -2.097 -2.212 2.002 0.002
N 2.654 -0.105 3.315 0.016
C 2.167 -0.516 2.131 0.039
N 1.205 0.316 1.726 -0.070
C 1.089 1.347 2.678 -0.027
C 0.354 2.534 2.701 0.024
C 0.529 3.381 3.800 0.001
C 1.460 3.082 4.808 0.001
C 2.241 1.916 4.755 0.002
C 2.000 1.063 3.692 -0.007
H 3.407 -0.544 3.836 0.001
H 2.539 -1.394 1.616 -0.014
H -0.309 2.749 1.865 0.009
H -0.059 4.296 3.880 0.000
H 1.558 3.776 5.638 0.000
H 2.995 1.658 5.496 0.000
```

**ΔE to the lowest compared entry with this formula, charge and spin**: 0.0 kcal/mol
**Spin multiplicity**: 6
**Net charge**: +4
**LUMO energy (alpha / beta)**: -0.4226 / -0.5482 hartree
**Orbital gap (alpha / beta)**: 6.85 / 4.15 eV

No. 2
Density functional theory data (ωB97M-V/def2-TZVPD) for a 2-piece molecular cluster, C4H10OS overall in a non-equilibrium geometry.

XYZ file:
```
16
Properties=species:S:1:pos:R:3:nbo_charge:R:1
C -1.933 0.193 1.817 -0.750
C -1.373 1.372 1.116 0.444
O -2.025 2.373 0.984 -0.521
H -2.584 0.605 2.583 0.248
H -1.279 -0.633 2.061 0.230
H -2.747 -0.138 1.137 0.251
H -0.386 1.108 0.676 0.097
C 1.954 0.396 -0.536 -0.739
S 1.665 -1.420 -0.797 0.136
C 0.003 -1.201 -1.610 -0.701
H 2.979 0.575 -0.856 0.230
H 1.894 0.769 0.491 0.211
H 1.177 0.974 -1.021 0.218
H -0.384 -0.445 -0.949 0.203
H 0.129 -0.879 -2.641 0.217
H -0.539 -2.138 -1.572 0.226
```

**SMILES**: CC=O.CSC
**ΔE to the lowest compared entry with this formula, charge and spin**: 28.7 kcal/mol
**Net charge**: 0
**LUMO energy**: 0.0296 hartree
**Orbital gap**: 9.55 eV

No. 3
Density functional theory data (ωB97M-V/def2-TZVPD) for a 2-piece molecular cluster, C5H9NO4 overall in a non-equilibrium geometry.

XYZ file:
```
19
Properties=species:S:1:pos:R:3:nbo_charge:R:1
N -1.981 1.891 0.313 -0.807
C -2.066 0.563 0.176 0.639
O -3.104 -0.039 -0.076 -0.621
C -0.791 -0.236 0.423 0.003
C -0.324 -1.018 -0.823 -0.423
C 0.930 -0.286 -1.298 -0.544
C 1.354 0.606 -0.159 0.814
O 2.208 1.453 -0.146 -0.525
O 0.300 0.597 0.815 -0.555
H -2.798 2.465 0.153 0.411
H -1.122 2.336 0.605 0.418
H -1.007 -0.915 1.258 0.215
H -0.091 -2.050 -0.540 0.218
H -1.108 -1.034 -1.587 0.245
H 1.761 -0.954 -1.553 0.252
H 0.729 0.362 -2.161 0.252
O 2.733 -1.063 1.571 -0.932
H 1.791 -0.746 1.843 0.478
H 2.587 -1.933 1.187 0.464
```

**SMILES**: NC(=O)[C@H]1CCC(=O)O1.O
**ΔE to the lowest compared entry with this formula, charge and spin**: 13.6 kcal/mol
**Net charge**: 0
**LUMO energy**: 0.0149 hartree
**Orbital gap**: 10.56 eV

No. 4
Density functional theory data (ωB97M-V/def2-TZVPD) for a 3-piece molecular cluster, C5H16N2O overall in a non-equilibrium geometry.

XYZ file:
```
24
Properties=species:S:1:pos:R:3:nbo_charge:R:1
N -1.706 -0.843 0.499 -0.566
C -0.477 0.031 0.597 -0.058
C 0.693 -0.632 -0.148 -0.229
C 0.956 -2.067 0.302 -0.617
C 0.729 -0.290 -1.710 -0.628
C -0.509 1.584 0.289 -0.303
N 0.737 2.241 0.660 -0.400
H -2.185 -0.558 1.288 0.312
H 2.181 0.873 2.994 -0.018
H -0.285 -0.019 1.687 0.224
H 1.505 -0.112 0.311 0.212
H 0.039 -2.702 0.330 0.224
H 1.467 -2.200 1.241 0.214
H 1.554 -2.590 -0.457 0.214
H -0.234 0.182 -1.917 0.233
H 0.776 -1.259 -2.267 0.222
H 1.512 0.418 -1.916 0.210
H -1.391 1.932 0.884 0.240
H -0.768 1.727 -0.799 0.237
H 2.523 1.497 2.833 0.018
H 1.128 2.423 -0.195 0.308
H -2.346 0.085 -0.726 0.469
H -3.213 -0.227 -2.121 0.476
O -2.686 0.503 -1.660 -0.996
```

**ΔE to the lowest compared entry with this formula, charge and spin**: 180.1 kcal/mol
**Net charge**: 0
**LUMO energy**: -0.1186 hartree
**Orbital gap**: 5.33 eV

No. 5
Density functional theory data (ωB97M-V/def2-TZVPD) for C20H26N7O2PdS2 as an isolated structure.

XYZ file:
```
58
Properties=species:S:1:pos:R:3:mulliken_spin:R:1
Pd 0.068 0.917 0.697 1.330
C 0.822 -2.188 -2.456 0.017
C 0.418 -1.394 -1.275 0.106
N 0.883 -0.176 -1.017 0.063
N 1.697 0.352 -1.882 0.541
C 2.099 1.653 -1.587 -0.078
N 2.966 2.098 -2.472 0.106
S 1.556 2.616 -0.298 0.299
C -0.539 -1.916 -0.294 0.100
C -1.059 -3.197 -0.418 0.062
C -1.973 -3.654 0.525 -0.023
C -2.340 -2.814 1.555 0.060
C -1.780 -1.539 1.615 -0.018
N -0.907 -1.101 0.723 0.145
H 1.451 -1.615 -3.127 0.007
H -0.060 -2.542 -2.994 0.009
H 1.375 -3.074 -2.127 0.014
H 3.256 1.509 -3.241 -0.004
H 3.345 3.031 -2.404 -0.003
H -0.759 -3.835 -1.237 0.006
H -2.389 -4.649 0.443 0.001
H -3.052 -3.127 2.307 0.002
H -2.050 -0.849 2.405 0.003
N 2.985 2.492 2.938 0.016
C 2.062 1.663 3.368 0.008
S 1.682 0.194 2.483 0.795
N 1.384 1.811 4.484 0.018
C 0.439 0.786 4.850 0.046
C 0.917 -0.433 5.361 0.094
C 0.005 -1.384 5.785 -0.023
C -1.352 -1.098 5.740 0.070
C -1.816 0.127 5.247 0.038
C -0.925 1.079 4.794 0.014
H 3.412 2.357 2.033 -0.004
H 3.283 3.293 3.479 -0.001
H 1.533 2.604 5.099 0.000
H 1.983 -0.601 5.446 0.003
H 0.356 -2.325 6.186 0.000
H -2.065 -1.822 6.115 0.001
H -2.878 0.335 5.242 0.001
H -1.260 2.034 4.411 0.003
O -1.838 1.815 -0.271 0.092
C -1.944 2.569 0.730 -0.007
O -1.200 2.473 1.735 0.088
C -2.981 3.678 0.694 -0.003
N -3.827 3.521 -0.554 0.000
C -3.825 4.845 -1.303 0.001
C -3.411 5.850 -0.242 0.000
C -2.372 5.082 0.572 0.004
H -3.636 3.609 1.561 0.000
H -4.779 3.244 -0.320 0.001
H -3.406 2.758 -1.101 -0.001
H -4.805 5.006 -1.742 0.000
H -3.085 4.761 -2.097 0.000
H -4.264 6.129 0.379 0.000
H -3.012 6.757 -0.689 0.000
H -2.181 5.510 1.552 0.000
H -1.425 5.030 0.029 0.000
```

**Spin multiplicity**: 5
**Net charge**: +3
**LUMO energy (alpha / beta)**: -0.3221 / -0.4301 hartree
**Orbital gap (alpha / beta)**: 7.81 / 5.61 eV

No. 6
Density functional theory data (ωB97M-V/def2-TZVPD) for a 2-piece molecular cluster, C6H12O2 overall in a non-equilibrium geometry.

XYZ file:
```
20
Properties=species:S:1:pos:R:3:nbo_charge:R:1
C -0.049 0.320 -1.135 0.178
C -0.421 0.614 0.291 -0.426
C 0.541 1.236 1.194 -0.124
C -1.318 -1.351 -1.109 -0.124
C -0.575 -0.695 0.965 -0.331
C 2.009 0.953 1.208 -0.670
O 1.195 -0.144 -1.456 -0.692
O -2.624 -0.857 -1.231 -0.724
H 1.486 -0.788 -0.796 0.472
H -2.612 -0.083 -1.804 0.466
H -0.361 1.022 -1.911 0.174
H -1.376 1.140 0.276 0.238
H 0.226 2.115 1.746 0.197
H -0.857 -1.622 -2.066 0.153
H -1.376 -2.283 -0.548 0.188
H 0.268 -1.369 1.078 0.178
H -1.398 -0.853 1.653 0.212
H 2.473 1.349 2.114 0.222
H 2.242 -0.117 1.179 0.194
H 2.526 1.413 0.353 0.220
```

**ΔE to the lowest compared entry with this formula, charge and spin**: 165.9 kcal/mol
**Net charge**: 0
**LUMO energy (alpha / beta)**: 0.0307 / 0.0292 hartree
**Orbital gap (alpha / beta)**: 7.93 / 8.14 eV

No. 7
Density functional theory data (ωB97M-V/def2-TZVPD) for one molecule with the formula C4H2O2 in a non-equilibrium geometry.

XYZ file:
```
8
Properties=species:S:1:pos:R:3:nbo_charge:R:1
O 2.355 -2.282 -1.300 -0.433
C 1.634 -1.430 -1.046 0.698
C 0.605 -0.710 -0.928 -0.470
C -0.120 -0.219 0.036 0.319
C -1.001 0.412 0.919 -0.131
O -1.544 1.346 0.056 -0.692
H -0.358 0.605 1.824 0.223
H -1.572 2.278 0.439 0.486
```

**SMILES**: O=C=C=C=CO
**ΔE to the lowest compared entry with this formula, charge and spin**: 61.2 kcal/mol
**Net charge**: 0
**LUMO energy (alpha / beta)**: -0.0163 / -0.0163 hartree
**Orbital gap (alpha / beta)**: 7.57 / 7.57 eV

No. 8
Density functional theory data (ωB97M-V/def2-TZVPD) for a 2-piece molecular cluster, C2BrClFIO overall in a non-equilibrium geometry.

XYZ file:
```
7
Properties=species:S:1:pos:R:3:nbo_charge:R:1
C 1.981 0.752 0.352 0.394
C -1.895 -0.715 -0.557 0.223
O 2.602 1.118 1.278 -0.470
F -2.015 -2.000 -0.446 -0.328
Cl 1.268 1.725 -0.852 0.055
Br 1.642 -1.123 0.053 0.026
I -3.582 0.243 0.173 0.101
```

**ΔE to the lowest compared entry with this formula, charge and spin**: 61.7 kcal/mol
**Net charge**: 0
**LUMO energy**: -0.0337 hartree
**Orbital gap**: 8.59 eV

No. 9
Density functional theory data (ωB97M-V/def2-TZVPD) for C13H25Cl3O2PbSi as an isolated structure in a non-equilibrium geometry.

XYZ file:
```
45
Properties=species:S:1:pos:R:3:nbo_charge:R:1
C 2.992 1.054 -0.949 -0.093
C 3.112 1.424 0.415 0.071
C 2.186 2.477 0.682 0.120
C 4.007 0.823 1.414 -0.670
C 1.504 2.797 -0.541 -0.058
C 1.995 1.889 -1.551 0.314
C 1.507 1.739 -2.912 -0.708
C 3.713 -0.027 -1.619 -0.664
C 1.949 3.094 1.986 -0.677
C 0.490 3.797 -0.714 -0.679
Pb -1.042 -1.079 1.986 1.204
Cl 0.968 -0.552 3.058 -0.717
Cl -0.472 -3.652 1.891 -0.785
Cl -1.365 1.251 1.100 -0.757
H 4.706 0.128 0.947 0.214
H 3.436 0.272 2.177 0.278
H 4.588 1.589 1.938 0.201
H 1.604 2.351 2.717 0.283
H 1.183 3.859 1.910 0.225
H 2.869 3.547 2.382 0.202
H -0.444 3.487 -0.137 0.271
H 0.203 3.925 -1.734 0.207
H 0.787 4.750 -0.295 0.195
H 0.727 2.491 -3.098 0.206
H 1.129 0.620 -3.036 0.397
H 2.315 1.995 -3.630 0.242
H 4.366 -0.556 -0.922 0.203
H 4.354 0.354 -2.433 0.184
H 2.981 -0.725 -2.059 0.299
O 0.938 -0.667 -2.592 -1.079
H 0.124 -1.036 -2.115 0.485
C -3.240 -4.460 -0.079 -1.149
Si -3.639 -2.602 0.249 1.909
C -5.257 -2.165 -0.722 -1.132
C -4.136 -2.508 2.116 -1.158
O -2.385 -1.610 -0.058 -1.327
H -4.125 -5.072 -0.347 0.185
H -2.732 -4.916 0.801 0.250
H -2.520 -4.509 -0.901 0.228
H -6.133 -2.822 -0.524 0.197
H -5.544 -1.121 -0.492 0.217
H -5.040 -2.180 -1.806 0.213
H -3.325 -2.926 2.747 0.239
H -4.276 -1.458 2.414 0.216
H -5.059 -3.074 2.335 0.195
```

**Net charge**: -2
**LUMO energy (alpha / beta)**: 0.0991 / 0.0993 hartree
**Orbital gap (alpha / beta)**: 3.42 / 3.43 eV

No. 10
Density functional theory data (ωB97M-V/def2-TZVPD) for CH2Cl4N2 as an isolated structure in a non-equilibrium geometry.

XYZ file:
```
9
Properties=species:S:1:pos:R:3:nbo_charge:R:1
C 0.776 0.897 -1.633 0.104
N 1.111 -0.257 -1.356 -0.574
N -0.693 0.122 1.507 -0.502
Cl 0.867 2.357 -0.655 -0.053
Cl -1.073 -3.282 1.691 -0.287
Cl -0.856 -1.111 2.505 0.535
Cl -2.097 0.623 0.937 0.252
H 0.297 0.942 -2.532 0.177
H 1.668 -0.290 -0.464 0.347
```

**ΔE to the lowest compared entry with this formula, charge and spin**: 48.0 kcal/mol
**Net charge**: 0
**LUMO energy (alpha / beta)**: -0.0780 / -0.0904 hartree
**Orbital gap (alpha / beta)**: 8.11 / 7.87 eV

No. 11
Density functional theory data (ωB97M-V/def2-TZVPD) for one molecule with the formula C4H8N2.

XYZ file:
```
14
Properties=species:S:1:pos:R:3:nbo_charge:R:1
C 0.480 0.379 -2.612 -0.593
C -0.355 0.529 -1.624 0.412
N -0.986 0.589 -0.560 -0.332
N -0.021 -0.005 0.390 -0.305
C -0.498 -1.305 0.804 -0.419
C 0.271 0.883 1.491 -0.418
H 0.553 -0.578 -3.114 0.242
H 1.212 1.154 -2.802 0.243
H 0.345 -1.834 1.261 0.205
H -0.812 -1.869 -0.080 0.208
H -1.335 -1.260 1.519 0.171
H -0.542 0.974 2.230 0.171
H 0.532 1.876 1.112 0.210
H 1.158 0.468 1.984 0.206
```

**SMILES**: C=C=NN(C)C
**ΔE to the lowest compared entry with this formula, charge and spin**: 70.9 kcal/mol
**Net charge**: 0
**LUMO energy**: 0.0383 hartree
**Orbital gap**: 9.67 eV

No. 12
Density functional theory data (ωB97M-V/def2-TZVPD) for one molecule with the formula C5H8O in a non-equilibrium geometry.

XYZ file:
```
14
Properties=species:S:1:pos:R:3:nbo_charge:R:1
C -0.425 2.094 0.673 -0.392
C 0.432 1.379 -0.061 -0.201
C 0.345 -0.055 -0.335 -0.113
C 0.897 -0.708 -1.380 -0.344
C -0.396 -0.905 0.586 -0.086
O -0.455 -2.250 -0.010 -0.747
H -1.396 1.626 1.055 0.191
H -0.350 3.205 0.699 0.211
H 1.317 1.876 -0.480 0.210
H 0.719 -1.728 -1.524 0.226
H 1.744 -0.268 -1.997 0.191
H 0.338 -1.083 1.567 0.186
H -1.428 -0.489 0.941 0.188
H -1.341 -2.694 0.265 0.480
```

**SMILES**: C=CC(=C)CO
**ΔE to the lowest compared entry with this formula, charge and spin**: 61.0 kcal/mol
**Net charge**: 0
**LUMO energy**: 0.0298 hartree
**Orbital gap**: 9.59 eV